No. 1
Computed, not measured: C18H21N3O3 in the gas phase, with ωB97M-V/def2-TZVPD.

```
! wB97M-V def2-TZVPD RIJCOSX def2/J DEFGRID3
* xyz 0 1
C 1.269 3.742 -1.365
C 0.303 3.344 -2.168
C 0.026 1.928 -2.578
N 0.918 0.965 -1.954
C 2.062 0.630 -2.644
O 2.317 1.044 -3.749
N 2.887 -0.232 -1.975
C 2.706 -0.816 -0.725
O 3.567 -1.585 -0.339
C 1.487 -0.430 -0.043
C 1.166 -0.940 1.234
N 0.046 -0.558 1.819
C -0.600 -1.044 3.007
H -0.853 -0.181 3.630
H 0.050 -1.710 3.575
C -1.897 -1.789 2.635
C -2.820 -0.894 1.854
C -3.604 0.048 2.509
C -4.414 0.908 1.791
C -4.448 0.838 0.409
C -3.674 -0.099 -0.251
C -2.863 -0.959 0.468
H -2.259 -1.688 -0.053
H -3.698 -0.159 -1.329
H -5.079 1.513 -0.151
H -5.020 1.636 2.312
H -3.581 0.104 3.588
H -2.379 -2.118 3.558
H -1.645 -2.670 2.042
H -0.517 0.099 1.253
C 2.061 -1.906 1.948
H 3.094 -1.718 1.666
H 1.965 -1.771 3.026
C 1.716 -3.348 1.565
H 0.673 -3.575 1.776
H 1.903 -3.499 0.506
H 2.342 -4.037 2.124
C 0.587 0.503 -0.691
O -0.469 0.910 -0.198
H 3.735 -0.502 -2.459
H 0.151 1.833 -3.660
H -0.999 1.665 -2.301
H -0.383 4.058 -2.602
H 1.405 4.781 -1.118
H 1.968 3.056 -0.916
*
```

Energy in eV: -29621.4383
Energy above the lowest of the compared OMol25 structures with the same formula, charge and spin in kcal/mol: 0.0
HOMO-LUMO gap in eV: 9.381
SMILES: C=CCN1C(=O)NC(=O)/C(=C(\CC)NCCc2ccccc2)C1=O
E_LUMO in eV: 0.62

Löwdin population analysis, charges in e, atoms 1 to 4: number 1, C, carries 0.022; number 2, C, carries -0.137; number 3, C, carries -0.134; number 4, N, carries 0.053



No. 2
Computed, not measured: C34H58AsN5PSW as an isolated structure, with ωB97M-V/def2-TZVPD.

```
! wB97M-V def2-TZVPD RIJCOSX def2/J DEFGRID3
* xyz 3 3
W 0.041 -0.436 -0.274
C -3.248 -2.019 -1.759
C -2.867 -2.942 -0.633
C -4.164 -3.519 0.074
P -1.620 -2.072 0.453
C -1.137 -3.358 1.740
C -0.474 -2.649 2.919
C -0.219 -4.440 1.181
C -2.430 -0.718 1.447
C -3.455 -0.982 2.361
C -3.910 -0.009 3.286
C -4.886 -0.277 4.400
C -3.514 1.306 3.119
C -2.528 1.623 2.155
C -1.978 0.621 1.339
N -1.013 1.053 0.334
C -1.196 2.374 -0.257
C -2.493 2.688 -0.777
C -3.306 1.568 -1.455
C -2.979 4.010 -0.612
C -2.131 5.032 -0.132
C -2.731 6.421 0.232
C -0.767 4.743 0.068
C -0.235 3.423 -0.007
C 1.223 3.044 0.173
H -3.813 -2.577 -2.538
H -2.426 -1.499 -2.241
H -3.957 -1.297 -1.345
H -2.317 -3.832 -1.031
H -4.913 -2.756 0.161
H -3.932 -3.948 1.027
H -4.563 -4.335 -0.591
H -2.117 -3.769 2.050
H 0.591 -2.383 2.770
H -0.494 -3.284 3.808
H -0.967 -1.694 3.220
H 0.646 -4.020 0.652
H -0.659 -5.180 0.501
H 0.246 -4.988 2.056
H -3.893 -1.960 2.451
H -4.373 -0.578 5.345
H -5.674 -1.012 4.103
H -5.409 0.727 4.586
H -3.977 2.089 3.701
H -2.205 2.600 1.943
H -3.290 0.647 -0.815
H -2.856 1.332 -2.469
H -4.388 1.820 -1.642
H -4.003 4.256 -0.873
H -3.812 6.370 0.474
H -2.574 7.215 -0.553
H -2.197 6.724 1.144
H -0.162 5.605 0.378
H 1.928 3.471 -0.578
H 1.284 1.932 0.104
H 1.649 3.351 1.159
C 4.783 -2.882 -4.075
C 5.013 -2.325 -2.663
N 3.734 -1.872 -2.075
C 3.565 -0.820 -1.271
S 2.376 -1.003 0.176
N 4.254 0.311 -1.348
C 4.901 0.930 -2.491
C 6.306 1.361 -2.028
H 5.692 -3.391 -4.405
H 4.621 -2.042 -4.753
H 3.887 -3.507 -4.090
H 5.731 -1.549 -2.608
H 5.379 -3.180 -2.026
H 3.032 -2.599 -1.955
H 4.183 0.844 -0.485
H 4.295 1.802 -2.828
H 5.005 0.262 -3.368
H 6.323 2.373 -1.576
H 6.977 1.339 -2.887
H 6.673 0.661 -1.284
C 1.029 -0.213 5.085
As 0.986 0.303 3.139
C 2.881 0.984 2.961
C 0.411 2.178 3.579
H 1.352 0.597 5.804
H 1.697 -1.076 5.254
H -0.024 -0.543 5.358
H 3.140 1.643 3.776
H 2.869 1.608 2.069
H 3.663 0.220 2.844
H 1.287 2.583 4.124
H -0.540 2.179 4.184
H 0.237 2.809 2.656
C 0.582 -2.114 -5.279
N 0.957 -1.256 -4.180
C 1.181 0.153 -4.294
C 0.941 0.719 -3.098
N 0.432 -0.309 -2.244
C 0.478 -1.461 -2.940
H 1.326 -2.054 -6.102
H -0.441 -1.905 -5.661
H 0.546 -3.161 -4.907
H 1.541 0.609 -5.192
H 0.978 1.762 -2.732
H 0.402 -2.480 -2.493
*
```

Energy in eV: -126411.8433
HOMO-LUMO gap (alpha / beta) in eV: 5.988 / 6.084
<S²>: 2.037
E_LUMO (alpha / beta) in eV: -9.40 / -9.35

Löwdin population analysis, charges in e, atoms 1 to 4: number 1, W, carries 1.165; number 2, C, carries -0.140; number 3, C, carries -0.507; number 4, C, carries -0.054



No. 3
Computed, not measured: a 5-piece molecular cluster, C11H25N3O10 overall, with ωB97M-V/def2-TZVPD.

```
! wB97M-V def2-TZVPD RIJCOSX def2/J DEFGRID3
* xyz 0 1
C 27.427 -3.966 -12.911
N 28.369 -2.959 -13.451
O 28.413 -2.806 -14.660
O 29.055 -2.367 -12.651
H 27.915 -4.516 -12.112
H 27.025 -4.614 -13.675
H 26.630 -3.390 -12.435
C 22.695 -4.294 -13.352
N 23.758 -5.303 -13.163
O 24.681 -5.288 -13.950
O 23.618 -6.083 -12.249
H 21.947 -4.711 -14.016
H 23.145 -3.388 -13.744
H 22.246 -4.096 -12.384
C 31.165 -2.573 -15.963
N 30.641 -1.428 -16.755
O 29.896 -1.684 -17.681
O 31.013 -0.318 -16.430
H 30.566 -3.441 -16.179
H 31.081 -2.282 -14.919
H 32.218 -2.667 -16.211
O 32.220 2.011 -13.256
C 32.290 1.487 -12.180
O 33.229 1.800 -11.268
C 34.088 2.899 -11.613
C 34.855 3.341 -10.372
C 31.350 0.410 -11.701
H 33.486 3.724 -11.993
H 34.729 2.584 -12.436
H 35.899 3.031 -10.364
H 34.390 2.993 -9.453
H 34.857 4.433 -10.328
H 31.196 -0.288 -12.519
H 30.386 0.893 -11.524
H 31.684 -0.070 -10.789
O 30.515 -8.578 -14.174
C 30.612 -7.745 -13.316
O 30.408 -6.432 -13.522
C 30.200 -6.037 -14.882
C 31.480 -6.079 -15.685
C 30.976 -8.055 -11.891
H 29.805 -5.019 -14.858
H 29.398 -6.637 -15.316
H 32.276 -5.527 -15.182
H 31.375 -5.708 -16.702
H 31.818 -7.115 -15.758
H 30.294 -8.816 -11.523
H 30.960 -7.185 -11.241
H 31.995 -8.443 -11.921
*
```

Energy in eV: -36749.6710
Energy above the lowest of the compared OMol25 structures with the same formula, charge and spin in kcal/mol: 1.3
HOMO-LUMO gap in eV: 9.908
SMILES: C[N+](=O)[O-].C[N+](=O)[O-].C[N+](=O)[O-].CCOC(C)=O.CCOC(C)=O
E_LUMO in eV: -0.18

Löwdin population analysis, charges in e, atoms 1 to 4: number 1, C, carries 0.043; number 2, N, carries -0.436; number 3, O, carries 0.058; number 4, O, carries 0.070



No. 4
Computed, not measured: a 3-piece molecular cluster, C28H62F3N4O5 overall, with ωB97M-V/def2-TZVPD.

```
! wB97M-V def2-TZVPD RIJCOSX def2/J DEFGRID3
* xyz 1 1
C 4.677 0.388 -0.573
C 3.357 0.815 -1.255
O 3.577 1.286 -2.585
C 2.622 1.907 -0.482
N 1.495 1.370 0.311
C 1.844 1.018 1.672
C 1.561 -0.459 2.006
O 2.056 -1.274 0.939
C 1.259 -2.308 0.562
O 1.876 -2.932 -0.505
O 0.000 -1.858 0.113
C -1.102 -2.423 0.757
O -2.224 -1.944 0.139
C -3.341 -1.773 1.058
C -4.632 -1.815 0.248
C -5.407 -3.090 0.647
C -5.588 -0.597 0.315
C -5.779 -0.039 -1.115
C -5.203 0.565 1.248
C -1.082 -3.958 0.753
N 0.284 -4.494 1.150
C 1.176 -3.404 1.636
C 2.507 -4.050 2.000
F 3.390 -3.206 2.374
F 2.246 -4.848 3.047
F 2.973 -4.814 1.057
H 5.439 0.249 -1.330
H 4.481 -0.541 -0.044
H 4.945 1.143 0.157
H 2.687 -0.040 -1.328
H 3.831 0.520 -3.116
H 3.276 2.449 0.201
H 2.196 2.598 -1.199
H 0.711 2.003 0.278
H 1.292 1.619 2.397
H 2.902 1.163 1.887
H 0.514 -0.630 2.247
H 2.131 -0.670 2.915
H 1.897 -2.302 -1.244
H -1.154 -2.094 1.806
H -3.187 -0.908 1.701
H -3.325 -2.651 1.710
H -4.363 -1.977 -0.791
H -5.674 -3.062 1.700
H -4.731 -3.934 0.506
H -6.298 -3.195 0.041
H -6.569 -0.956 0.612
H -6.185 -0.852 -1.711
H -6.468 0.794 -1.094
H -4.809 0.257 -1.508
H -4.139 0.770 1.316
H -5.656 0.433 2.226
H -5.657 1.469 0.854
H -1.338 -4.333 -0.229
H -1.801 -4.318 1.479
H 0.149 -5.186 1.889
H 0.723 -4.932 0.333
H 0.784 -2.994 2.558
C 5.021 2.214 5.537
C 5.398 0.884 4.900
N 6.301 1.017 3.772
C 6.442 -0.207 3.004
C 7.080 -1.424 3.687
C 7.534 1.744 4.033
C 8.460 1.218 5.136
H 4.598 2.896 4.797
H 4.273 2.051 6.314
H 5.876 2.699 6.007
H 4.474 0.416 4.542
H 5.799 0.219 5.680
H 6.998 0.012 2.088
H 5.440 -0.499 2.663
H 8.159 -1.316 3.778
H 6.898 -2.318 3.086
H 6.663 -1.607 4.678
H 7.273 2.778 4.272
H 8.098 1.819 3.099
H 7.914 0.932 6.036
H 9.166 2.000 5.422
H 9.049 0.365 4.802
C -7.232 2.846 -7.334
C -6.602 2.894 -5.950
N -5.636 1.835 -5.716
C -5.242 1.715 -4.325
C -4.483 2.886 -3.685
C -4.559 1.740 -6.688
C -3.660 2.967 -6.891
H -7.691 1.874 -7.522
H -8.010 3.607 -7.410
H -6.506 3.046 -8.123
H -7.407 2.786 -5.217
H -6.171 3.894 -5.792
H -4.649 0.803 -4.202
H -6.150 1.542 -3.738
H -3.445 2.923 -4.014
H -4.471 2.764 -2.599
H -4.951 3.847 -3.900
H -4.996 1.477 -7.654
H -3.934 0.879 -6.432
H -4.231 3.894 -6.949
H -3.111 2.865 -7.829
H -2.919 3.065 -6.099
*
```

Energy in eV: -54383.7012
HOMO-LUMO gap in eV: 6.320
E_LUMO in eV: -3.13

Löwdin population analysis, charges in e, atoms 1 to 4: number 1, C, carries -0.022; number 2, C, carries -0.407; number 3, O, carries -0.043; number 4, C, carries -0.150



No. 5
Computed, not measured: C5H11NO in the gas phase, with ωB97M-V/def2-TZVPD.

```
! wB97M-V def2-TZVPD RIJCOSX def2/J DEFGRID3
* xyz 0 1
C 2.147 0.984 0.055
N 0.765 0.675 -0.406
C 0.174 -0.726 0.312
O 0.736 -0.941 1.378
C -0.885 -1.116 -0.435
C -1.887 -2.061 0.151
C -0.251 1.672 -0.010
H 2.302 2.064 0.105
H 2.890 0.547 -0.621
H 2.266 0.516 1.038
H 0.778 0.499 -1.407
H -1.060 -0.685 -1.422
H -1.579 -2.276 1.179
H -1.947 -2.999 -0.409
H -2.895 -1.617 0.197
H -1.241 1.409 -0.397
H -0.342 1.597 1.076
H 0.013 2.684 -0.317
*
```

Energy in eV: -8899.2779
Energy above the lowest of the compared OMol25 structures with the same formula, charge and spin in kcal/mol: 55.8
HOMO-LUMO gap in eV: 7.840
SMILES: C/C=C(\[O-])[NH+](C)C
E_LUMO in eV: 0.67

Löwdin population analysis, charges in e, atoms 1 to 4: number 1, C, carries -0.027; number 2, N, carries -0.147; number 3, C, carries -0.475; number 4, O, carries -0.006



No. 6
Computed, not measured: C7H11NOS as an isolated structure, with ωB97M-V/def2-TZVPD.

```
! wB97M-V def2-TZVPD RIJCOSX def2/J DEFGRID3
* xyz 0 1
C 0.625 2.601 0.447
C 0.395 2.518 1.933
C 1.437 1.347 2.438
C 1.204 -0.231 2.171
C 0.793 -0.558 0.698
C -0.790 -0.689 0.533
C -0.838 -1.481 -1.799
H 1.744 3.018 0.150
H 0.453 3.398 2.538
H -0.780 2.174 1.888
H 1.329 1.493 3.670
H 2.570 1.460 2.200
H 2.144 -0.759 2.593
H 0.520 -0.704 3.076
H 1.135 -1.584 0.296
H 1.222 0.185 -0.134
H -1.273 0.423 1.197
H -1.302 -1.564 1.203
N -1.191 -0.666 -0.910
O -0.285 2.335 -0.311
S -0.881 -2.663 -3.022
*
```

Energy in eV: -21805.2125
Energy above the lowest of the compared OMol25 structures with the same formula, charge and spin in kcal/mol: 101.8
HOMO-LUMO gap in eV: 9.447
E_LUMO in eV: 0.36

Löwdin population analysis, charges in e, atoms 1 to 4: number 1, C, carries -0.334; number 2, C, carries -0.160; number 3, C, carries -0.193; number 4, C, carries -0.243



No. 7
Computed, not measured: C23H21F2N3O4S in the gas phase, with ωB97M-V/def2-TZVPD.

```
! wB97M-V def2-TZVPD RIJCOSX def2/J DEFGRID3
* xyz 0 1
O -0.052 1.225 -1.252
C -0.188 0.418 -0.355
N -0.264 0.728 0.965
C -0.266 1.996 1.562
C -0.677 3.129 0.877
C -0.775 4.342 1.536
C -0.485 4.418 2.885
C -0.048 3.297 3.570
C 0.102 2.076 2.921
N 0.533 0.893 3.550
C 1.794 0.319 3.093
H 1.949 0.535 2.036
C 2.976 0.872 3.898
H 3.905 0.382 3.603
O 2.814 0.619 5.276
C 1.643 1.238 5.759
H 1.566 0.965 6.813
C 0.404 0.757 4.989
H -0.486 1.289 5.325
H 0.273 -0.312 5.194
H 1.750 2.330 5.679
H 3.064 1.956 3.721
H 1.746 -0.767 3.240
H 0.185 3.385 4.620
H -0.583 5.355 3.412
H -1.096 5.219 0.997
H -0.929 3.048 -0.167
H -0.277 -0.032 1.632
C -0.271 -1.048 -0.639
C 0.446 -1.511 -1.733
C 0.343 -2.836 -2.137
C -0.456 -3.711 -1.405
C -1.151 -3.252 -0.300
C -1.079 -1.923 0.081
H -1.670 -1.572 0.914
H -1.773 -3.936 0.257
H -0.533 -4.746 -1.705
N 1.026 -3.254 -3.271
S 1.277 -2.224 -4.579
O 1.576 -3.103 -5.666
O 2.206 -1.204 -4.227
C -0.358 -1.516 -4.820
C -1.308 -2.326 -5.412
C -2.599 -1.858 -5.583
C -2.915 -0.579 -5.153
C -1.947 0.233 -4.567
C -0.654 -0.235 -4.397
H 0.090 0.400 -3.943
F -2.269 1.467 -4.173
F -4.165 -0.125 -5.311
H -3.364 -2.461 -6.044
H -1.020 -3.308 -5.751
H 0.892 -4.213 -3.550
H 1.096 -0.838 -2.266
*
```

Energy in eV: -53122.0711
Energy above the lowest of the compared OMol25 structures with the same formula, charge and spin in kcal/mol: 2.6
HOMO-LUMO gap in eV: 8.367
SMILES: O=C(Nc1ccccc1N1CCOCC1)c1cccc(NS(=O)(=O)c2ccc(F)c(F)c2)c1
E_LUMO in eV: 0.31

Löwdin population analysis, charges in e, atoms 1 to 4: number 1, O, carries 0.085; number 2, C, carries -0.414; number 3, N, carries 0.138; number 4, C, carries -0.154



Number 1: maximum force 0.6 eV/A. Number 2: maximum force 3.3 eV/A. Number 3: maximum force 0.9 eV/A. Number 4: maximum force 2.2 eV/A. Number 5: maximum force 0.5 eV/A. Number 6: maximum force 4.5 eV/A. Number 7: maximum force 0.9 eV/A.